Entry 1:
This record from OMol25 describes C4H8BBrO3S in the gas phase in a non-equilibrium geometry. The level of theory is ωB97M-V/def2-TZVPD.

## Properties
DFT total energy (eV): -91969.902
Net charge: 0
SMILES: CB(CC(=O)Br)S(C)(=O)=O
F_max (eV Å⁻¹): 9.3

```
18
Properties=species:S:1:pos:R:3:lowdin_charge:R:1
Br -3.390 1.006 -2.033 0.662
S 0.119 -1.310 1.119 0.756
O -0.903 1.919 -3.218 -0.116
O -0.363 -1.226 2.590 -0.406
O -0.606 -2.528 0.432 -0.425
C 2.009 -1.527 0.961 -0.164
C -1.403 1.052 -2.293 -0.619
C -0.301 0.115 -1.517 -0.119
C -0.548 1.647 0.980 -0.072
B -0.285 0.271 0.120 -0.339
H 2.464 -0.644 0.303 0.085
H -1.697 1.803 1.250 0.111
H 2.300 -2.530 0.408 0.095
H 0.783 0.297 -1.917 0.141
H -0.602 -1.015 -1.753 0.136
H -0.008 1.523 2.038 0.088
H -0.096 2.623 0.510 0.092
H 2.528 -1.476 2.020 0.091
```

***

Entry 2:
This record from OMol25 describes a molecular structure, C16H34BBr10NO2P in a non-equilibrium geometry. The level of theory is ωB97M-V/def2-TZVPD.

## Properties
DFT total energy (eV): -733112.805
Net charge: +1
F_max (eV Å⁻¹): 2.1

```
65
Properties=species:S:1:pos:R:3:lowdin_charge:R:1
Br -4.919 0.514 6.552 0.658
Br 8.957 0.483 -4.746 0.612
Br 1.871 -2.528 5.370 0.616
Br 2.224 0.697 3.661 0.755
Br -3.123 0.155 3.382 1.003
Br 2.918 -3.169 -2.618 0.660
Br 5.546 -0.710 -1.856 0.613
Br -7.569 1.352 -1.339 0.637
Br 6.436 -0.981 -6.971 0.639
Br -7.423 -1.984 0.247 0.622
P -1.724 2.131 -0.609 0.790
O -2.910 -1.227 1.292 -0.010
O -2.257 1.545 -1.837 -0.336
N -1.784 0.997 0.777 -0.123
C 5.013 -1.458 -3.570 -0.715
C -2.930 1.526 4.771 -0.598
C 8.672 0.776 -6.647 -0.696
C 2.868 0.807 0.948 -0.046
C -0.440 0.306 0.930 -0.201
C 2.604 -0.856 6.038 -0.693
C 3.522 -1.629 -3.650 -0.673
C -0.034 -0.511 -0.276 -0.171
C 7.205 0.807 -6.978 -0.686
C -3.068 0.916 6.142 -0.703
C -4.393 0.404 0.097 -0.036
C 1.817 0.324 5.536 -0.667
C 1.376 -1.108 -0.092 -0.187
C -7.537 -0.416 -2.152 -0.684
C 2.320 -0.091 0.376 -0.159
C -8.349 -1.410 -1.368 -0.677
B -3.034 0.027 0.747 -0.732
H 6.632 1.400 -6.272 0.049
H -6.495 -0.705 -2.237 0.041
H -1.935 1.947 4.638 0.062
H 3.213 -1.831 -4.673 0.060
H -0.040 0.045 -1.215 0.109
H 5.355 -0.749 -4.318 -0.004
H -0.737 -1.335 -0.407 0.124
H -0.348 2.374 -0.693 0.057
H -7.956 -0.281 -3.147 0.062
H 0.293 1.067 1.191 0.087
H 7.044 1.188 -7.984 0.059
H 1.366 -1.979 0.562 0.133
H -1.903 1.570 1.617 0.101
H 9.201 -0.012 -7.172 0.052
H 5.552 -2.393 -3.688 0.056
H 2.985 -0.764 -3.272 0.045
H -2.741 1.623 6.901 0.065
H -5.137 0.432 0.898 0.072
H 2.085 1.225 6.084 0.060
H 9.131 1.736 -6.870 0.060
H -8.503 -2.316 -1.949 0.062
H 3.394 1.641 1.341 0.021
H 0.745 0.164 5.602 0.035
H -0.495 -0.351 1.798 0.122
H 1.713 -1.422 -1.083 0.025
H 3.645 -0.824 5.734 0.054
H -9.308 -1.012 -1.054 0.054
H -4.429 1.351 -0.432 0.043
H -2.344 3.285 -0.109 0.050
H -3.218 -1.856 0.624 0.140
H -3.678 2.288 4.577 0.060
H 2.543 -0.922 7.121 0.061
H -2.512 -0.011 6.245 0.052
H -4.701 -0.414 -0.557 0.063
```

***

Entry 3:
This record from OMol25 describes 4 unconnected molecules or ions with the total composition C26H55N2O6 in a non-equilibrium geometry. The level of theory is ωB97M-V/def2-TZVPD.

## Properties
Multiplicity: 2
DFT total energy (eV): -43113.562
Net charge: 0
Expectation value of S²: 0.75
F_max (eV Å⁻¹): 3.2

```
89
Properties=species:S:1:pos:R:3:lowdin_charge:R:1
O -2.139 -5.868 -0.061 -0.180
O -1.708 0.480 -0.958 -0.210
O 1.705 5.034 -2.331 -0.168
O -3.949 -3.569 -2.366 -0.159
O 1.329 -3.075 2.518 0.172
O 3.533 2.565 4.131 -0.022
N 2.705 2.666 3.133 -0.116
N 3.002 -1.418 2.173 0.157
C 2.425 -0.070 1.751 -0.359
C 1.871 -0.205 0.289 -0.125
C -1.279 -5.780 1.066 -0.261
C 4.877 3.091 2.052 -0.053
C -6.188 -3.810 -1.378 -0.081
C 2.829 3.151 0.587 -0.024
C -0.415 4.481 -3.451 -0.084
C 2.171 5.945 -3.315 -0.277
C 1.454 1.914 3.313 -0.429
C 1.739 7.381 -3.068 -0.079
C 0.015 -5.034 0.790 -0.081
C -2.978 -2.411 -0.427 -0.069
C -2.146 1.698 -1.609 -0.097
C 3.430 2.413 1.863 -0.427
C -1.617 -6.526 -1.204 -0.276
C 0.347 -0.526 0.077 -0.144
C 2.125 -2.282 2.223 -0.317
C -4.816 -4.414 -1.627 -0.287
C 1.174 1.919 4.897 -0.054
C 3.728 0.876 1.650 -0.055
C 0.152 2.632 2.719 -0.033
C -0.302 0.664 -0.741 -0.241
C -3.649 -2.309 -1.784 -0.269
C -1.229 -7.973 -0.949 -0.079
C 1.452 0.392 2.894 -0.044
C 0.298 4.930 -2.186 -0.278
H 2.459 -1.033 -0.208 0.132
H -1.487 4.383 -3.268 0.076
H -6.672 -3.555 -2.325 0.080
H -0.775 -5.960 -1.615 0.109
H -4.935 -5.326 -2.217 0.117
H 1.848 1.191 5.432 0.086
H -2.404 -6.499 -1.960 0.115
H -0.438 -8.058 -0.202 0.064
H -1.279 2.282 -2.030 0.051
H 2.156 8.040 -3.832 0.078
H 3.261 5.896 -3.289 0.119
H -1.837 -5.245 1.838 0.121
H 0.123 4.191 -1.400 0.098
H 0.131 1.529 5.049 0.087
H 3.149 2.586 -0.334 0.090
H 2.081 7.719 -2.087 0.083
H -0.115 5.875 -1.817 0.110
H -0.196 -4.023 0.433 0.060
H -4.342 -4.714 -0.687 0.094
H 3.299 4.164 0.516 0.083
H 0.286 -1.409 -0.628 0.118
H -2.819 1.484 -2.487 0.101
H -6.823 -4.518 -0.839 0.076
H 0.367 0.113 2.744 0.125
H -0.869 -8.438 -1.870 0.077
H -6.130 -2.896 -0.785 0.064
H -1.078 -6.779 1.467 0.107
H -2.974 -1.801 -2.476 0.115
H -2.634 2.394 -0.864 0.104
H -2.088 -8.540 -0.581 0.082
H 1.871 5.612 -4.314 0.106
H 5.593 2.433 2.596 0.080
H -0.244 -0.820 0.978 0.108
H 5.250 3.281 1.000 0.088
H 1.293 2.952 5.317 0.094
H -0.040 1.679 -0.337 0.095
H 0.190 0.608 -1.765 0.141
H -2.738 -1.417 -0.048 0.057
H -3.614 -2.906 0.309 0.075
H 1.722 3.297 0.618 0.057
H -2.054 -2.990 -0.501 0.065
H 4.759 4.110 2.509 0.095
H 0.062 3.698 3.053 0.095
H 4.513 0.529 2.380 0.127
H 0.619 -5.531 0.027 0.073
H -0.713 2.090 3.203 0.085
H 0.654 7.490 -3.090 0.065
H -4.554 -1.693 -1.728 0.107
H -0.280 5.189 -4.271 0.068
H -0.027 3.516 -3.786 0.082
H 4.124 0.731 0.611 0.127
H 0.031 2.480 1.619 0.050
H 1.749 -0.179 3.824 0.130
H 0.612 -4.967 1.695 0.055
H 2.112 0.708 -0.333 0.100
```

***

Entry 4:
This record from OMol25 describes CH4FN in the gas phase in a non-equilibrium geometry. The level of theory is ωB97M-V/def2-TZVPD.

## Properties
DFT total energy (eV): -5307.066
Net charge: 0
Relative energy (zero: lowest compared OMol25 entry of this formula, charge and spin) (kcal per mole): 47.2
SMILES: CNF
F_max (eV Å⁻¹): 3.2

```
7
Properties=species:S:1:pos:R:3:lowdin_charge:R:1
F -1.726 0.244 0.375 -0.165
N -0.376 0.617 0.646 -0.054
C 0.435 -0.169 -0.469 -0.058
H -0.227 0.123 1.534 0.090
H 0.436 -1.237 -0.338 0.058
H 1.432 0.253 -0.336 0.067
H 0.027 0.169 -1.411 0.063
```

***

Entry 5:
This record from OMol25 describes a molecular structure, C27H44BrNOP2SSn in a non-equilibrium geometry. The level of theory is ωB97M-V/def2-TZVPD.

## Properties
DFT total energy (eV): -137491.198
Net charge: +4
Relative energy (zero: lowest compared OMol25 entry of this formula, charge and spin) (kcal per mole): 0.0
F_max (eV Å⁻¹): 4.7

```
78
Properties=species:S:1:pos:R:3:lowdin_charge:R:1
Sn 0.003 -0.234 -3.261 1.334
Br -1.482 -0.445 -0.274 0.843
S 0.229 1.786 2.594 0.842
P 2.113 -1.391 -2.087 0.803
P -2.654 -3.392 -4.023 1.265
O 1.345 1.589 1.605 -0.594
N -0.977 7.704 -8.308 0.319
C -4.514 -3.695 -1.999 -0.126
C 4.317 -0.235 -0.627 -0.084
C -0.615 7.974 -7.056 0.003
C -0.992 3.135 -3.267 -0.241
C -0.139 1.936 -1.345 -0.218
C -0.719 3.887 -4.461 0.079
C -1.084 6.429 -8.682 0.002
C -2.264 2.566 -3.038 0.012
C -0.547 4.590 -5.448 0.098
C -3.113 -3.107 -2.245 -0.381
C 3.377 -3.792 -1.006 -0.110
C -0.387 -5.114 -4.370 -0.112
C 2.207 -2.808 -0.901 -0.360
C 0.024 2.911 -2.335 -0.018
C -2.974 -1.558 -6.154 -0.126
C 0.777 3.152 3.626 -0.234
C -0.852 5.351 -7.809 0.052
C 2.862 -0.061 -1.065 -0.409
C -0.825 -3.665 -4.093 -0.393
C 3.776 -0.318 -4.130 -0.124
C -2.848 -1.653 -4.639 -0.421
C -2.445 1.620 -2.027 -0.127
C -0.361 6.979 -6.105 0.062
C -1.402 1.300 -1.147 -0.677
C 3.251 -1.619 -3.514 -0.386
C -1.153 2.620 1.742 -0.254
C -0.552 5.623 -6.459 -0.166
H -2.016 -1.782 -6.643 0.084
H 4.790 -0.059 -3.795 0.098
H 3.816 -0.420 -5.220 0.093
H -0.951 4.339 -8.210 0.146
H -3.099 2.915 -3.660 0.152
H -3.236 -0.528 -6.420 0.092
H 1.263 -3.369 -0.996 0.072
H -4.628 -4.716 -2.386 0.087
H 5.029 -0.442 -1.439 0.081
H -5.296 -3.087 -2.470 0.088
H -0.532 9.034 -6.805 0.168
H 0.649 1.718 -0.638 0.075
H 0.694 -5.143 -4.567 0.090
H 3.250 -4.506 -1.833 0.087
H -0.063 7.291 -5.108 0.148
H -0.027 3.358 4.332 0.067
H 1.660 2.765 4.134 0.065
H -0.579 -5.776 -3.517 0.093
H 4.057 -2.286 -3.171 0.095
H 3.387 -4.389 -0.084 0.104
H -2.359 -3.597 -1.610 0.092
H -3.071 -2.027 -2.009 0.029
H -1.972 -1.014 -4.402 -0.078
H -3.748 -2.229 -6.535 0.093
H 2.235 0.065 -0.167 0.066
H 4.433 -1.007 0.142 0.090
H 0.935 3.508 -2.391 0.153
H 2.184 -2.335 0.099 0.102
H -0.388 -3.297 -3.150 0.051
H 4.367 -3.335 -1.129 0.080
H -0.654 3.209 0.958 0.052
H 2.725 -2.195 -4.304 0.087
H -1.699 3.266 2.441 0.075
H -3.428 1.212 -1.818 0.128
H -1.846 1.877 1.314 0.008
H 4.623 0.713 -0.165 0.104
H -0.870 -5.549 -5.255 0.095
H -3.719 -1.215 -4.118 0.104
H -4.736 -3.738 -0.928 0.096
H -1.377 6.271 -9.727 0.168
H 1.029 4.048 3.049 0.076
H 2.740 0.861 -1.650 0.066
H -0.464 -3.040 -4.925 0.077
H 3.131 0.541 -3.916 0.048
```

***

Entry 6:
This record from OMol25 describes C18H18ClN3O2 in the gas phase. The level of theory is ωB97M-V/def2-TZVPD.

## Properties
DFT total energy (eV): -40046.752
Net charge: 0
Relative energy (zero: lowest compared OMol25 entry of this formula, charge and spin) (kcal per mole): 20.5
SMILES: CN(CCOc1ccccc1)Cc1nc2cc(Cl)ccc2c(=O)[nH]1
F_max (eV Å⁻¹): 0.8

```
42
Properties=species:S:1:pos:R:3:lowdin_charge:R:1
Cl 7.288 -0.242 0.458 0.684
O 1.230 2.443 -0.788 0.079
O -3.930 -0.675 0.477 -0.043
N 0.721 0.389 0.022 0.216
N 2.317 -1.200 0.635 0.165
N -1.059 -1.753 -0.191 -0.231
C -2.476 0.923 -0.692 -0.049
C 3.014 0.993 -0.148 -0.071
C -2.269 -2.447 0.224 -0.161
C 3.305 -0.294 0.341 -0.206
C -0.577 -2.243 -1.469 -0.072
C -3.540 -1.772 -0.315 -0.170
C 5.642 0.222 0.228 -0.664
C 4.053 1.878 -0.443 -0.001
C 4.638 -0.673 0.526 -0.037
C 5.363 1.501 -0.257 -0.097
C -3.620 1.462 1.350 -0.011
C -1.958 2.210 -0.722 -0.102
C -3.092 2.736 1.315 -0.082
C -2.255 3.117 0.278 -0.090
C -3.317 0.540 0.347 -0.264
C 1.620 1.384 -0.347 -0.389
C -0.009 -1.794 0.812 -0.117
C 1.098 -0.836 0.474 -0.309
H -1.835 4.110 0.248 0.104
H -4.281 1.152 2.145 0.116
H -0.234 -3.287 -1.410 0.096
H 3.800 2.858 -0.817 0.122
H -2.259 -3.500 -0.097 0.125
H -1.305 2.502 -1.531 0.104
H 0.436 -2.794 0.938 0.132
H -4.374 -2.474 -0.236 0.129
H 0.254 -1.627 -1.808 0.088
H -2.229 0.238 -1.487 0.102
H -3.423 -1.490 -1.366 0.115
H 6.172 2.177 -0.481 0.104
H -2.340 -2.429 1.314 0.127
H -0.273 0.589 -0.094 0.123
H -3.335 3.435 2.101 0.103
H -0.435 -1.483 1.772 0.136
H 4.853 -1.660 0.901 0.113
H -1.376 -2.185 -2.207 0.086
```

***

Entry 7:
This record from OMol25 describes a molecular structure, C31H55NO2PY in a non-equilibrium geometry. The level of theory is ωB97M-V/def2-TZVPD.

## Properties
DFT total energy (eV): -48957.022
Net charge: 0
Relative energy (zero: lowest compared OMol25 entry of this formula, charge and spin) (kcal per mole): 0.0
F_max (eV Å⁻¹): 3.0

```
91
Properties=species:S:1:pos:R:3:lowdin_charge:R:1
Y -0.115 0.137 0.340 1.304
P 1.907 -2.961 0.213 0.881
O -0.648 0.611 -1.980 -0.279
O -2.859 4.399 -2.566 -0.095
N 1.068 -1.609 0.240 -0.345
C -1.722 1.539 -2.344 -0.151
C 0.533 2.610 0.468 -0.210
C 0.230 0.320 -3.129 -0.136
C -0.368 1.040 -4.337 -0.134
C 0.506 2.149 1.818 -0.218
C 1.569 1.215 1.998 -0.186
C 3.858 -1.520 -1.127 -0.101
C -1.427 1.986 -3.770 -0.162
C -3.958 6.374 -1.605 -0.025
C 4.336 -2.000 1.256 -0.091
C -2.633 -0.279 0.575 -0.224
C -2.345 0.688 1.590 -0.211
C 4.582 -3.815 -0.412 -0.088
C 2.293 1.144 0.769 -0.199
C -1.574 0.042 2.605 -0.193
C -4.010 5.301 -2.681 -0.572
C -1.395 -1.316 2.233 -0.184
C 1.697 -3.872 1.856 -0.591
C -2.046 -1.521 0.973 -0.204
C -3.598 5.849 -4.071 -0.075
C 1.799 -2.842 2.992 -0.098
C -2.402 4.937 -3.856 -0.181
C 1.763 -5.490 -1.075 -0.087
C 1.641 1.980 -0.186 -0.204
C 0.305 -4.512 1.911 -0.092
C 1.801 -3.470 -2.550 -0.095
C 3.737 -2.586 -0.029 -0.598
C -5.320 4.529 -2.665 -0.021
C 2.729 -4.989 2.097 -0.088
C -0.234 -3.970 -1.258 -0.100
C 1.300 -4.031 -1.211 -0.604
H -4.754 7.117 -1.759 0.094
H 3.751 -4.620 2.234 0.061
H -1.710 2.374 -1.628 0.107
H -1.451 5.475 -3.749 0.126
H 2.721 -5.750 1.309 0.062
H 3.710 -1.922 -2.131 0.056
H -3.237 -0.127 -0.318 0.089
H 1.970 2.150 -1.212 0.095
H -0.807 0.325 -5.042 0.114
H 4.413 -2.733 2.065 0.059
H -6.164 5.206 -2.866 0.092
H 1.301 -4.021 -3.362 0.089
H -1.014 3.000 -3.708 0.092
H 1.235 0.693 -2.869 0.113
H 0.201 -5.368 1.236 0.062
H 2.452 -5.500 3.032 0.090
H -0.125 3.354 0.020 0.098
H 1.252 -1.928 2.741 0.041
H -5.325 3.736 -3.426 0.088
H 1.834 0.701 2.924 0.105
H 2.853 -5.583 -1.004 0.061
H 0.140 -4.887 2.932 0.092
H -5.467 4.083 -1.672 0.089
H -4.096 5.914 -0.619 0.089
H -2.990 6.891 -1.622 0.091
H -4.227 5.537 -4.911 0.115
H 0.406 1.594 -4.875 0.114
H 2.879 -3.596 -2.695 0.060
H -0.480 -3.779 1.701 0.055
H -3.335 6.911 -4.104 0.114
H -0.178 2.492 2.591 0.101
H -2.335 4.162 -4.628 0.094
H 5.361 -1.665 1.034 0.091
H 1.346 -3.265 3.900 0.089
H 4.352 -4.204 -1.409 0.062
H 2.830 -2.570 3.230 0.062
H -1.237 0.472 3.549 0.105
H 1.456 -6.022 -1.988 0.089
H 5.637 -3.496 -0.432 0.089
H -0.715 -4.493 -0.426 0.062
H 3.126 -0.724 -0.962 0.041
H 1.530 -2.411 -2.648 0.058
H -2.682 1.008 -2.249 0.118
H 0.260 -0.773 -3.237 0.107
H 3.772 -1.128 1.604 0.067
H -2.336 2.040 -4.375 0.117
H 4.866 -1.081 -1.095 0.090
H -2.104 -2.463 0.428 0.085
H -2.721 1.712 1.620 0.103
H 1.296 -6.008 -0.232 0.060
H 4.510 -4.625 0.322 0.060
H -0.573 -4.438 -2.194 0.086
H -0.919 -2.086 2.836 0.081
H 3.219 0.599 0.606 0.075
H -0.563 -2.924 -1.267 0.052
```

***

Entry 8:
This record from OMol25 describes a gas-phase ion, C5H14N2 (charge +2) in a non-equilibrium geometry. The level of theory is ωB97M-V/def2-TZVPD.

## Properties
DFT total energy (eV): -8373.635
Net charge: +2
Relative energy (zero: lowest compared OMol25 entry of this formula, charge and spin) (kcal per mole): 39.6
SMILES: C=[NH+]CC[C@H](C)[NH3+]
F_max (eV Å⁻¹): 4.9

```
21
Properties=species:S:1:pos:R:3:lowdin_charge:R:1
N -1.145 1.250 -1.949 0.229
N 1.295 -1.659 1.216 0.069
C -0.392 0.988 -0.573 -0.314
C -1.433 0.716 0.492 -0.027
C 0.394 -2.031 1.990 0.178
C 0.707 -0.052 -0.802 -0.126
C 1.576 -0.327 0.456 -0.065
H -1.010 0.829 1.464 0.085
H -1.405 2.266 -1.996 0.199
H -0.409 1.229 -2.742 0.207
H -0.468 -1.281 2.071 0.137
H -1.929 -0.218 0.225 0.102
H -1.805 0.567 -2.243 0.152
H 2.531 -0.296 -0.109 0.140
H -0.078 1.908 -0.380 0.102
H 1.480 0.244 -1.540 0.132
H 0.383 -2.839 2.697 0.139
H 1.631 0.446 1.275 0.165
H 0.115 -1.013 -1.132 0.176
H 2.194 -2.203 1.198 0.204
H -2.232 1.474 0.381 0.116
```

***

Entry 9:
This record from OMol25 describes 3 unconnected molecules or ions with the total composition C3H3ClN3O2 in a non-equilibrium geometry. The level of theory is ωB97M-V/def2-TZVPD.

## Properties
DFT total energy (eV): -24247.908
Net charge: -1
Relative energy (zero: lowest compared OMol25 entry of this formula, charge and spin) (kcal per mole): 0.0
F_max (eV Å⁻¹): 3.6

```
12
Properties=species:S:1:pos:R:3:lowdin_charge:R:1
Cl 2.271 2.013 2.723 0.251
O -0.295 1.586 1.510 -0.044
O -1.606 0.547 0.122 -0.085
N -0.637 -0.770 -2.093 0.055
N 0.575 -0.149 0.332 0.191
N 1.029 -2.406 -0.352 0.093
C -1.336 0.100 -1.875 -0.161
C 0.704 -1.275 -0.072 -0.389
C -0.474 0.750 0.655 -0.731
H 1.138 1.833 2.248 -0.358
H 0.728 -3.063 -1.176 0.107
H -2.097 0.834 -2.023 0.070
```